1.
Computed, not measured: a structure of composition C27H40CuF6O23 in a non-equilibrium geometry, with the ωB97M-V functional and the def2-TZVPD basis.

## Properties
ΔE to the lowest compared entry with this formula, charge and spin ... 4.3 kcal/mol
Gap between HOMO and LUMO (alpha / beta) ... 0.368 / 0.321 Ha
Calculated total energy ... -5023.01719 hartree
Multiplicity ... 2
Charge ... 0
HOMO (alpha / beta) ... -9.664 / -9.549 eV

Geometry as XYZ:
```
97
Properties=species:S:1:pos:R:3:mulliken_spin:R:1
Cu 9.681 14.445 13.840 0.90
F 4.153 13.244 12.956 0.00
F 6.145 5.970 14.526 0.00
F 5.427 13.487 9.618 0.00
F 9.358 19.239 12.335 0.00
F 11.957 15.103 5.666 0.00
F 10.084 11.852 8.512 0.00
O 10.641 15.599 14.751 0.03
O 8.617 15.690 7.956 0.00
O 7.814 14.614 14.849 0.07
O 12.181 12.959 6.418 0.00
O 12.434 13.932 8.359 0.00
O 7.566 14.084 9.066 0.00
O 4.363 9.969 13.271 0.00
O 6.950 8.031 14.537 0.00
O 7.048 16.204 9.483 0.00
O 3.935 9.742 15.435 0.00
O 9.972 15.658 10.466 0.02
O 4.619 11.703 14.631 0.00
O 9.709 12.466 14.780 0.04
O 9.435 9.418 10.182 0.00
O 7.331 9.824 10.816 0.00
O 8.850 11.502 10.458 0.00
O 13.431 11.949 7.999 0.00
O 9.097 8.502 14.170 0.00
O 11.612 12.856 12.460 -0.01
O 8.748 13.707 12.463 -0.08
O 7.818 7.504 12.599 0.00
O 11.385 17.076 11.564 0.00
O 9.278 16.942 12.217 0.03
C 12.716 12.852 7.664 0.00
C 6.644 13.983 10.131 0.00
C 7.595 13.382 15.534 -0.01
C 6.454 7.190 12.536 0.00
C 10.135 11.563 9.857 0.00
C 11.258 14.554 7.829 0.00
C 12.856 13.480 12.093 0.01
C 10.532 15.266 17.182 0.00
C 8.402 10.171 10.432 0.00
C 6.009 7.247 13.949 0.00
C 8.300 12.234 14.789 0.02
C 12.523 16.248 16.004 0.01
C 11.351 15.289 15.911 -0.01
C 7.821 15.374 8.776 0.00
C 4.975 12.198 13.323 0.00
C 10.540 11.514 14.146 0.00
C 8.058 8.106 13.733 0.00
C 4.907 11.005 12.457 0.00
C 4.239 10.442 14.534 0.00
C 6.489 15.443 10.591 0.00
C 11.362 14.087 6.397 0.00
C 10.708 10.226 10.008 0.00
C 10.216 16.489 11.312 -0.02
C 7.264 15.683 15.604 -0.01
C 11.856 12.165 13.657 0.01
C 9.830 18.048 12.905 0.00
C 11.331 17.955 12.641 -0.01
H 7.031 13.229 10.772 0.00
H 5.409 15.737 10.804 0.00
H 9.960 11.107 13.323 0.00
H 12.231 12.778 14.548 0.00
H 11.878 17.587 13.542 0.00
H 9.310 13.109 11.963 0.00
H 13.093 16.046 15.162 0.00
H 10.280 14.347 8.297 0.00
H 6.323 6.251 12.043 0.00
H 11.176 10.037 11.015 0.00
H 8.093 13.455 16.525 0.00
H 10.477 13.763 5.856 0.00
H 12.498 11.265 13.489 0.00
H 5.899 10.642 12.086 0.00
H 7.149 15.566 11.455 0.00
H 12.933 14.375 12.728 -0.01
H 10.238 16.328 17.423 0.00
H 4.227 11.113 11.580 0.00
H 8.097 11.264 15.139 0.00
H 11.076 14.878 18.045 0.00
H 11.697 14.201 15.816 0.00
H 10.695 12.374 10.329 0.00
H 7.593 15.631 16.684 0.00
H 9.540 17.973 13.997 0.00
H 6.553 13.031 15.476 0.00
H 13.622 12.771 12.266 0.00
H 13.089 16.155 16.920 0.00
H 12.116 17.264 15.902 0.00
H 9.819 14.456 16.955 0.00
H 8.016 12.382 13.779 0.00
H 4.995 7.563 14.128 0.00
H 6.184 15.578 15.532 0.00
H 11.438 15.606 7.933 0.00
H 11.779 18.941 12.307 0.00
H 7.596 16.594 15.107 0.00
H 5.915 7.947 12.013 0.00
H 10.807 10.655 14.771 0.00
H 11.311 9.725 9.250 0.00
H 6.014 12.578 13.346 0.00
H 12.855 13.717 11.038 0.00
```


2.
Computed, not measured: a cluster of 2 separate species, CH3N2O2S in total in a non-equilibrium geometry, with the ωB97M-V functional and the def2-TZVPD basis.

## Properties
ΔE to the lowest compared entry with this formula, charge and spin ... 116.3 kcal/mol
Gap between HOMO and LUMO (alpha / beta) ... 0.308 / 0.181 Ha
Calculated total energy ... -697.95248 hartree
Multiplicity ... 1
Charge ... -1
HOMO (alpha / beta) ... -4.153 / -1.761 eV

Geometry as XYZ:
```
9
Properties=species:S:1:pos:R:3:nbo_charge:R:1
S -2.586 0.143 0.048 1.33
O -3.263 -0.245 -1.220 -0.96
O -3.361 -0.294 1.224 -0.96
N 2.111 -0.419 -0.274 -0.59
N 1.340 0.806 -0.440 -0.52
C 0.782 -0.182 0.415 -0.08
H 3.057 -0.367 0.172 0.32
H 0.903 -0.061 1.506 0.13
H 1.018 0.620 -1.431 0.34
```


3.
Computed, not measured: a cluster of 6 separate species, C32H51F3N2O17 in total in a non-equilibrium geometry, with the ωB97M-V functional and the def2-TZVPD basis.

## Properties
Structure (SMILES) ... CCCCN1C(=O)c2c(C(F)(F)F)cc(N)c(CC(C)C)c2C1=O.COC(=O)OC.COC(=O)OC.COC(=O)OC.COC(=O)OC.COC(=O)OC
Gap between HOMO and LUMO ... 0.275 Ha
Calculated total energy ... -2937.63859 hartree
Multiplicity ... 1
Charge ... 0
HOMO ... -9.176 eV

Geometry as XYZ:
```
105
Properties=species:S:1:pos:R:3:lowdin_charge:R:1
F -0.241 4.130 2.004 -0.01
F -0.419 3.864 4.370 -0.01
F 1.728 3.386 3.192 0.03
O 7.427 -4.049 6.183 -0.01
O -1.591 1.615 -2.104 -0.02
O 2.318 2.289 0.377 -0.03
O -5.840 1.158 4.919 -0.01
O -5.473 1.040 -8.583 -0.02
O -2.545 3.102 -3.573 0.11
O -2.247 0.878 -4.067 -0.01
O 9.044 -3.471 4.813 -0.01
O 6.670 4.223 -2.330 0.11
O -3.856 1.618 -9.952 -0.01
O -7.140 3.052 4.956 0.11
O 6.161 2.444 -0.968 -0.02
O 6.958 -3.880 3.940 0.10
O -7.346 1.367 6.504 -0.01
O 0.471 -2.149 -0.721 -0.03
O -5.942 1.209 -10.825 0.11
O 7.725 2.189 -2.489 -0.01
N -3.347 -0.973 4.197 0.03
N 1.958 -0.268 0.157 -0.02
C -2.166 1.979 -3.278 -0.56
C 8.512 2.713 -3.557 -0.05
C -6.832 0.672 -8.357 -0.05
C -3.514 -2.776 1.141 -0.38
C 6.835 3.069 -1.966 -0.56
C 4.028 -2.082 1.009 -0.26
C -1.456 -1.341 2.182 -0.01
C -1.971 -2.856 1.762 -0.15
C -5.182 1.668 3.760 -0.06
C 7.731 -3.808 4.883 -0.56
C 9.508 -3.187 3.495 -0.05
C 4.233 -1.424 -0.479 -0.18
C -4.024 -4.351 1.002 -0.13
C -6.809 1.969 5.413 -0.56
C -2.160 -0.434 3.398 -0.12
C 1.667 1.128 0.662 -0.17
C -1.563 1.093 3.705 0.07
C 5.183 3.257 -0.322 -0.06
C 3.078 -3.441 1.022 -0.14
C 0.728 -1.147 0.129 -0.21
C -0.214 -0.634 1.379 0.05
C -8.387 2.112 7.133 -0.05
C 2.979 -0.430 -0.947 -0.13
C 6.068 -4.417 6.409 -0.05
C 0.404 0.856 1.673 0.03
C -0.296 1.760 2.846 0.02
C -3.392 1.902 -11.271 -0.05
C -1.441 2.681 -1.169 -0.04
C -2.836 1.112 -5.344 -0.05
C -5.169 1.282 -9.883 -0.56
C -3.570 -2.129 -0.367 -0.10
C 0.249 3.278 3.152 -0.20
H 3.451 0.566 -1.341 0.13
H -0.791 3.462 -1.575 0.11
H 3.708 -1.296 1.846 0.11
H -2.040 1.776 4.556 0.11
H -8.742 1.537 7.992 0.09
H 7.874 3.007 -4.397 0.10
H -4.300 -4.759 2.078 0.08
H 2.499 -0.977 -1.890 0.14
H -3.496 1.023 -11.914 0.10
H -4.449 -1.343 -0.461 0.09
H 4.413 3.572 -1.033 0.10
H -2.331 2.159 -11.208 0.09
H -3.868 1.461 -5.235 0.10
H -3.168 -5.033 0.568 0.09
H 9.115 3.559 -3.213 0.10
H -8.009 3.074 7.495 0.10
H 5.107 -2.459 1.354 0.11
H -0.971 2.277 -0.268 0.07
H -2.241 1.831 -5.918 0.10
H -3.509 -1.969 3.929 0.07
H -6.963 0.503 -7.284 0.09
H 9.188 1.924 -3.898 0.09
H -4.428 0.939 3.452 0.04
H -2.849 0.165 -5.890 0.09
H -4.964 -4.414 0.298 0.08
H 5.654 4.124 0.152 0.10
H -5.894 1.796 2.938 0.10
H 5.258 -0.821 -0.587 0.12
H -1.248 -3.287 0.916 0.13
H -2.535 -1.647 -0.700 0.09
H 2.587 -3.546 -0.053 0.07
H 4.706 2.656 0.458 0.08
H -3.014 -0.998 5.195 0.11
H -7.074 -0.257 -8.884 0.10
H -4.216 -2.133 1.834 0.12
H 8.971 -2.331 3.072 0.10
H 5.826 -5.346 5.881 0.10
H -9.226 2.258 6.445 0.10
H 10.569 -2.931 3.558 0.09
H -2.417 3.093 -0.893 0.10
H -4.676 2.612 3.987 0.10
H 2.171 -3.296 1.780 0.08
H -7.507 1.479 -8.662 0.10
H 9.404 -4.067 2.851 0.10
H 3.687 -4.427 1.232 0.08
H -3.929 2.758 -11.693 0.10
H -3.776 -3.023 -1.118 0.08
H 5.393 -3.611 6.103 0.10
H -1.896 -3.577 2.692 0.12
H 5.937 -4.587 7.481 0.09
H 4.311 -2.322 -1.243 0.11
```


Q: Which value of calculated total energy does entry 2 give?
A: -697.95248 hartree


Q: Among the records above, which one has the lowest calculated total energy?
A: C27H40CuF6O23


Q: Which value of charge does entry 3 give?
A: 0